Entry 1:
{"formula": "C19H19B2F4InN5O5S", "method": "wB97M-V/def2-TZVPD", "molar_mass_g_mol": 641.9, "max_force_ev_per_a": 5.20, "relative_energy_kj_mol": 0.0, "charge": 1, "orbital_gap_ha": 0.2287, "symbols": ["In", "C", "C", "N", "O", "B", "F", "F", "O", "N", "C", "C", "C", "N", "O", "B", "F", "F", "O", "N", "C", "C", "C", "H", "H", "H", "H", "H", "H", "H", "H", "H", "H", "H", "H", "N", "C", "C", "C", "O", "S", "C", "C", "C", "C", "C", "C", "C", "C", "H", "H", "H", "H", "H", "H", "H"], "coordinates": [[-0.6528, 0.3339, -0.6897], [-1.3781, -1.2077, -4.9105], [-1.0045, -0.9975, -3.4557], [-1.7272, -0.3100, -2.6250], [-2.7374, 0.4177, -3.2324], [-2.4248, 1.8578, -3.5545], [-3.5840, 2.3905, -3.9733], [-1.3232, 1.8317, -4.5067], [-2.0336, 2.7059, -2.3415], [-0.8371, 2.3512, -1.7435], [0.2542, 2.9734, -2.0739], [0.2340, 4.1292, -3.0092], [1.4721, 2.4480, -1.5352], [1.3154, 1.4324, -0.6096], [2.3877, 0.6569, -0.4563], [2.7511, -0.3643, -1.6051], [2.5130, 0.2732, -2.8249], [4.0578, -0.7020, -1.5199], [1.8439, -1.5027, -1.3605], [0.5529, -1.2117, -1.7383], [0.2045, -1.6294, -2.9820], [0.9956, -2.6048, -3.7947], [2.8415, 2.8482, -1.9975], [-1.8410, -0.2355, -5.1776], [-2.0893, -1.9843, -5.0473], [-0.5311, -1.2590, -5.5348], [-0.6027, 3.9269, -3.7636], [1.1986, 4.2581, -3.4903], [-0.0660, 5.0081, -2.4148], [1.1833, -3.5515, -3.2902], [2.0182, -2.1474, -3.9100], [0.5590, -2.9057, -4.7454], [3.0644, 3.9080, -1.8422], [2.9392, 2.6987, -3.0878], [3.6617, 2.2315, -1.6954], [-4.5094, 1.6233, 0.2458], [-3.5334, 1.0662, 0.5540], [0.4358, -3.7336, 8.3586], [-0.0681, -2.4518, 7.6600], [-1.2308, -2.0298, 7.6993], [1.1101, -1.5654, 6.7605], [0.2265, -1.1261, 5.2953], [0.0570, 0.2174, 5.0296], [-0.4053, 0.6601, 3.8517], [-0.8759, -0.3377, 2.9344], [-0.6943, -1.7136, 3.1323], [-0.1834, -2.1212, 4.3215], [-1.5877, 0.1022, 1.8352], [-2.2275, 0.5440, 0.8212], [-0.4677, -4.3495, 8.3830], [0.7184, -3.5798, 9.4153], [1.2572, -4.2254, 7.8329], [0.3026, 0.8959, 5.8611], [-0.7034, 1.7020, 3.6216], [-0.8593, -2.4537, 2.3711], [0.0234, -3.1915, 4.5548]]}

Entry 2:
{"formula": "C8H11BrClN3O", "method": "wB97M-V/def2-TZVPD", "molar_mass_g_mol": 280.6, "max_force_ev_per_a": 2.85, "relative_energy_kj_mol": 278.3, "orbital_gap_ha": [0.2929, 0.2480], "symbols": ["C", "C", "C", "C", "C", "C", "C", "C", "N", "N", "N", "O", "Cl", "Br", "H", "H", "H", "H", "H", "H", "H", "H", "H", "H", "H"], "coordinates": [[3.2608, -0.6017, -1.6041], [2.4148, -1.7634, -1.7833], [2.7241, 0.4440, -0.8750], [1.0991, -1.7470, -1.4642], [0.7175, -0.6677, -0.5867], [-2.5367, -1.8067, 0.2725], [0.5432, 2.6550, 1.0644], [0.0419, 0.6318, 2.0412], [1.4831, 0.3787, -0.4539], [-1.1075, -1.7353, 0.2793], [-0.4872, -0.5646, -0.0157], [-0.2472, 1.9192, 1.9379], [0.1821, -3.2998, -1.8596], [1.7682, 0.0200, 2.3697], [4.3577, -0.6461, -1.7703], [2.7531, -2.6093, -2.3644], [3.1146, 1.4351, -0.6070], [-3.0559, -1.4027, 1.1320], [-2.8390, -1.3516, -0.6610], [-2.8001, -2.8427, 0.2873], [1.2381, 3.4017, 1.4825], [-0.1908, 3.2018, 0.5378], [1.1285, 1.9466, 0.5050], [-0.7695, 0.1232, 2.6452], [-0.6432, -2.3995, 0.9036]]}

Entry 3:
{"formula": "C2H7N2S", "method": "wB97M-V/def2-TZVPD", "molar_mass_g_mol": 91.2, "max_force_ev_per_a": 3.28, "relative_energy_kj_mol": 132.1, "charge": 1, "orbital_gap_ha": 0.3715, "symbols": ["C", "C", "N", "N", "S", "H", "H", "H", "H", "H", "H", "H"], "coordinates": [[-0.2858, -0.9741, 0.0351], [-1.3987, -1.5888, -0.6184], [1.7281, 1.6527, 1.1305], [0.6948, -0.4751, 0.3655], [-1.5274, -1.1099, -2.3827], [-1.4276, -2.6432, -0.7031], [-2.2724, -1.0950, -0.2038], [2.6664, 1.4078, 1.3150], [1.2663, 2.0453, 1.9147], [1.3211, 0.6579, 0.6823], [1.8045, 2.5292, 0.5308], [-2.5692, -0.4068, -2.0659]]}

Entry 4:
{"formula": "C21H16Cl4CrN4O3", "method": "wB97M-V/def2-TZVPD", "molar_mass_g_mol": 566.2, "max_force_ev_per_a": 3.70, "spin_multiplicity": 5, "relative_energy_kj_mol": 150.0, "orbital_gap_ha": [0.2518, 0.2397], "symbols": ["Cr", "C", "C", "N", "N", "C", "O", "C", "C", "C", "C", "C", "C", "C", "C", "C", "C", "C", "N", "H", "H", "H", "H", "H", "H", "H", "H", "H", "H", "H", "H", "Cl", "C", "Cl", "Cl", "C", "O", "O", "Cl", "C", "C", "C", "C", "N", "C", "H", "H", "H", "H"], "coordinates": [[-0.1326, 0.7327, -0.2269], [-2.8577, -2.3977, 1.2224], [-2.1913, -1.2434, 0.6429], [-0.8517, -1.0458, 0.6163], [-0.0897, -1.7573, 1.4984], [0.8995, -0.9139, 1.8955], [0.8962, 0.3362, 1.6893], [1.9670, -1.6784, 2.6616], [3.2793, -1.1376, 2.7944], [4.2610, -1.9639, 3.3623], [3.9679, -3.2856, 3.7495], [2.6558, -3.7563, 3.8036], [1.6796, -2.9161, 3.1983], [-2.9399, -0.1519, 0.1714], [-4.3181, -0.0678, -0.0570], [-4.8862, 1.0782, -0.5548], [-4.0600, 2.1932, -0.7820], [-2.7270, 2.1275, -0.5218], [-2.1666, 0.9908, -0.0152], [-3.5549, -2.1537, 2.0505], [-2.0269, -3.0187, 1.6207], [-3.4872, -2.8502, 0.4792], [3.5764, -0.2097, 2.2634], [5.3587, -1.7259, 3.4243], [4.7849, -3.9118, 4.0852], [2.5691, -4.7122, 4.3312], [0.6636, -3.3008, 3.1852], [-4.9692, -0.8779, 0.3251], [-5.9505, 1.1425, -0.8469], [-4.4181, 3.0974, -1.2553], [-2.0108, 2.9567, -0.6839], [4.8629, 1.6656, 0.9159], [4.1863, 1.0523, -0.6880], [5.2040, -0.2667, -1.2966], [4.2046, 2.4021, -1.9280], [2.7484, 0.4663, -0.5191], [2.6640, -0.7312, -0.1433], [1.7377, 1.2825, -0.6640], [0.9782, 4.4088, -4.2665], [-0.0758, 3.1943, -3.8043], [-1.2946, 2.9266, -4.4329], [-1.9296, 1.6613, -4.1426], [-1.3894, 0.9127, -3.1083], [-0.3757, 1.3634, -2.2743], [0.4292, 2.3952, -2.7188], [-1.6386, 3.6316, -5.2847], [-2.7534, 1.3794, -4.7755], [-1.8124, -0.0487, -2.8265], [1.3340, 2.7261, -2.1697]]}

Entry 5:
{"formula": "C4H9N3O", "method": "wB97M-V/def2-TZVPD", "molar_mass_g_mol": 115.1, "max_force_ev_per_a": 4.94, "relative_energy_kj_mol": 670.9, "orbital_gap_ha": 0.2882, "symbols": ["C", "C", "C", "C", "N", "N", "N", "O", "H", "H", "H", "H", "H", "H", "H", "H", "H"], "coordinates": [[-2.3798, -0.2345, -0.1132], [-1.0113, 0.7012, 0.5493], [1.1997, -0.1636, -1.2691], [0.5298, 0.3655, 0.8885], [-2.5384, -1.3654, 0.3491], [2.5952, -0.6836, 0.5111], [1.3721, -0.1829, 0.0358], [-1.0246, 1.7597, -0.3483], [-2.9244, 0.4664, -0.7359], [-1.4145, 1.1478, 1.5448], [0.0706, -0.2255, -1.4102], [-0.2326, 1.6412, -0.9436], [2.0113, -0.5229, -1.8677], [0.7144, 0.3090, 2.0010], [-3.3758, -1.8895, 0.0402], [3.1816, -0.8869, -0.3153], [3.2269, -0.2359, 1.0833]]}